A structure of composition C22H12FI2N4O9Te4W at a distorted geometry. Source: the OMol25 dataset; level of theory: wB97M-V/def2-TZVPD.

The total energy comes out at -3576.3419 a.u. The value obtained for the relative energy (zero: lowest compared OMol25 entry of this formula, charge and spin) is 97.6 kcal per mole. Its gap between HOMO and LUMO (spin up / spin down) is 5.2 / 4.7 eV.

```
! wB97M-V def2-TZVPD RIJCOSX def2/J DEFGRID3
* xyz -1 3
H 0.694 3.846 1.303
O -3.709 -0.426 0.916
C -1.676 0.878 0.729
I -3.661 1.905 -4.922
H -1.285 3.104 -3.799
O 0.264 -1.334 2.260
H -3.299 2.281 0.870
H -3.949 -0.974 -3.970
H -1.815 4.254 1.170
I -3.110 -3.440 -2.306
Te 4.940 -4.353 1.216
N -0.317 0.713 0.585
O -1.552 -0.447 4.289
C -2.595 -0.966 3.976
C 1.131 1.598 -1.945
C -2.222 2.189 0.869
C -1.406 3.264 1.038
N -2.679 -2.220 3.392
C 1.896 1.423 0.971
C -2.375 -0.323 0.754
C 0.453 2.611 -2.647
H 2.124 1.764 -1.544
Te 2.786 -1.847 -1.464
C -5.057 -2.212 3.427
Te 4.315 -3.626 -2.835
H -3.978 -1.217 0.422
C -0.763 2.341 -3.239
O -1.714 -1.404 0.602
C -1.455 -2.931 3.056
W 0.596 -1.182 0.147
O 2.084 0.151 0.662
H -1.739 -3.894 2.633
H 0.908 3.588 -2.716
C -2.542 0.607 -3.730
C -2.311 -1.578 -2.721
O 2.766 2.193 1.278
C -1.325 1.041 -3.140
H -0.841 -3.086 3.948
N 0.606 0.392 -1.785
F -6.228 -2.816 3.198
C -0.598 0.123 -2.372
O -0.128 -3.057 1.051
H -3.868 -3.813 2.734
Te 2.811 -2.714 1.129
O -0.339 -2.038 -1.482
C 0.459 1.788 0.872
C -3.016 -0.664 -3.522
C -1.103 -1.202 -2.152
C -0.011 3.057 1.095
C -5.094 -0.856 3.973
O -6.091 -0.224 4.224
C -0.574 -2.296 1.998
H -3.760 0.578 4.575
N -3.819 -0.361 4.202
C -3.894 -2.820 3.157
*
```


A structure of composition C22H12LuN5S2 at a distorted geometry. Source: the OMol25 dataset; level of theory: wB97M-V/def2-TZVPD.

The total energy comes out at -3151.3203 a.u. The value obtained for the relative energy (zero: lowest compared OMol25 entry of this formula, charge and spin) is 0.0 kcal per mole. Its gap between HOMO and LUMO is 6.4 eV.

```
! wB97M-V def2-TZVPD RIJCOSX def2/J DEFGRID3
* xyz 0 1
C 1.836 2.727 0.997
N -1.896 -0.660 0.534
C 4.878 0.312 -0.656
C -2.100 3.366 -0.576
C 3.906 1.164 -0.233
N 2.448 -0.797 -0.069
H -2.044 4.399 -0.900
C 4.028 2.606 -0.131
Lu 0.416 -1.440 0.547
C -4.292 -0.684 0.320
C -3.234 1.418 0.206
H 0.993 3.233 1.448
H -2.998 -2.440 0.567
C 4.682 -1.087 -0.817
S 0.329 -3.672 1.779
C -0.792 1.499 0.271
C -2.199 -4.377 1.349
N -3.260 -4.719 1.693
H 3.099 4.444 0.492
C 3.441 -1.613 -0.480
H 0.049 3.319 -0.503
C -3.088 -1.345 0.502
N 0.364 0.814 0.659
H 5.873 0.709 -0.771
H -5.365 1.154 -0.071
H -4.254 3.173 -0.345
C 2.995 3.338 0.464
C -1.987 0.687 0.352
C -0.977 -4.097 0.726
C 2.666 0.567 0.127
H 4.987 3.044 -0.424
C -0.837 2.793 -0.206
H 5.530 -1.692 -1.070
H -5.135 -1.328 0.161
C -1.807 -4.838 -1.399
C -4.436 0.687 0.170
C 1.620 1.384 0.716
S -0.177 -2.712 -1.628
H 3.231 -2.632 -0.687
C -3.244 2.760 -0.311
N -2.238 -5.607 -2.137
C -1.011 -3.858 -0.666
*
```


A structure of composition C22H13Cl5F3N5O4PbS. Source: the OMol25 dataset; level of theory: wB97M-V/def2-TZVPD.

The total energy comes out at -4612.5627 a.u. The value obtained for the relative energy (zero: lowest compared OMol25 entry of this formula, charge and spin) is 0.0 kcal per mole. Its gap between HOMO and LUMO is 7.7 eV.

```
! wB97M-V def2-TZVPD RIJCOSX def2/J DEFGRID3
* xyz 0 1
C 2.097 -0.073 2.972
Cl 2.405 5.228 -0.253
H -1.363 2.608 1.532
H 2.914 0.021 4.931
N -2.136 0.990 0.541
H -5.528 2.777 0.526
C 1.503 3.923 -0.912
C -2.258 2.193 1.084
C -0.553 -3.245 -0.198
H 3.502 -1.069 0.201
H -3.522 3.858 1.554
Cl 1.298 5.423 -3.143
C 1.007 4.016 -2.207
S 0.150 -2.593 1.266
H -5.296 0.511 -0.460
H 0.818 -4.706 -0.318
N -1.479 -2.663 -0.901
H -4.647 -1.187 -1.851
C 4.337 -0.702 3.458
N -0.134 -4.480 -0.568
N 2.268 -0.360 1.682
H 5.445 -1.374 1.733
C 0.262 2.966 -2.737
C 0.741 0.474 3.397
H -4.849 -1.992 -0.294
O 2.574 -2.923 -1.008
C -3.200 0.395 0.001
C 0.546 1.703 -0.679
Cl -0.373 3.089 -4.328
C 1.936 -2.131 -1.678
O 0.596 0.853 4.539
C -4.443 1.010 -0.023
Pb 0.169 -0.205 0.428
C 4.506 -0.999 2.115
Cl -0.912 0.567 -2.657
Cl 1.867 2.748 1.460
H 5.154 -0.838 4.155
F 0.555 -2.001 -3.661
O 1.476 -0.986 -1.355
H -3.764 -2.691 -1.509
C 3.440 -0.820 1.250
C 1.262 2.772 -0.156
C -2.986 -0.978 -0.526
O -0.170 0.519 2.474
N -1.796 -1.424 -0.440
C 0.038 1.825 -1.970
C -3.463 2.880 1.100
C 1.688 -2.513 -3.167
F 2.701 -2.066 -3.929
C -4.129 -1.762 -1.082
C 3.110 -0.231 3.899
F 1.621 -3.845 -3.325
C -4.570 2.275 0.532
H -0.417 -4.766 -1.495
*
```


A structure of composition C22H13F12NO5Sc. Source: the OMol25 dataset; level of theory: wB97M-V/def2-TZVPD.

The total energy comes out at -3236.6185 a.u. The value obtained for the relative energy (zero: lowest compared OMol25 entry of this formula, charge and spin) is 1.5 kcal per mole. Its gap between HOMO and LUMO is 7.2 eV.

```
! wB97M-V def2-TZVPD RIJCOSX def2/J DEFGRID3
* xyz -1 1
C -2.080 -1.829 4.916
C -2.285 -0.813 2.599
H -1.714 -2.833 5.139
F 1.247 -3.280 1.208
C -1.718 -0.315 1.446
F -0.170 -2.251 -1.146
H -2.685 3.219 -4.602
H -3.002 3.330 -1.156
O 2.091 2.624 -1.380
H 3.866 3.507 -1.809
Sc 2.177 0.500 -0.532
C -0.136 -1.991 -2.450
C 2.150 -2.737 2.030
C 0.435 -0.570 -2.734
H -3.882 1.962 -4.303
F 1.760 -1.186 -4.636
F 2.869 0.738 3.181
C 0.486 -0.860 2.248
H -3.168 -1.873 4.860
H -2.372 0.035 0.662
F -1.396 -2.127 -2.917
C -1.468 1.093 -3.153
C -0.598 0.485 -2.252
C 2.863 -0.610 3.227
C 3.346 2.634 -1.386
C -2.349 2.521 -1.468
F -0.324 -0.863 -5.050
H -1.815 -1.190 5.762
C -3.262 2.719 -3.820
O 4.034 1.682 -0.923
F 4.137 -1.017 3.103
F 3.357 -3.105 1.587
H -1.469 0.790 -4.189
C 0.704 -0.456 -4.269
F 0.979 0.815 -4.607
N 0.190 0.298 0.077
O 2.538 -0.729 0.908
C -0.322 -0.261 1.230
C -0.657 0.868 -0.892
O 1.666 -0.441 -2.165
C -2.354 2.099 -2.790
F 0.599 -2.957 -3.030
H -1.516 2.249 0.483
H -3.923 3.457 -3.366
C -1.514 1.920 -0.549
C -0.129 -1.339 3.405
O 1.070 3.122 1.885
C 1.985 -1.177 2.067
F 2.480 -0.942 4.475
H 0.483 -1.793 4.169
C -1.495 -1.308 3.628
C 1.663 2.330 1.350
H -3.366 -0.820 2.692
F 1.997 -3.326 3.240
*
```


- Which value of relative energy (zero: lowest compared OMol25 entry of this formula, charge and spin) does entry 1 give?
  97.6 kcal per mole